No. 1
# C26H42BIN4O3

A 5-piece molecular cluster, C26H42BIN4O3 overall (ωB97M-V with the def2-TZVPD basis set, OMol25).

Each line ends with the Mulliken charge.
CARTESIAN COORDINATES (ANGSTROEM)
C 4.747 -1.681 0.167  -0.858
C 5.052 -0.647 -1.013  -0.489
O 4.355 0.597 -0.852  -0.300
C 3.340 0.750 -1.833  -0.056
C 2.649 2.128 -1.522  -0.760
O 2.180 2.155 -0.185  -0.405
C 0.770 2.245 -0.109  -0.629
C 0.038 0.980 -0.714  -0.136
O -1.358 1.122 -0.505  -0.406
C -2.016 -0.147 -0.426  0.060
B -1.711 -1.139 -1.661  0.313
C -2.212 -2.654 -1.721  -0.361
C -1.158 -3.672 -2.274  -0.533
C 0.288 -3.484 -1.719  -0.855
I 0.451 -3.942 0.414  -0.022
H 3.646 -1.717 0.304  0.209
H 5.190 -2.670 -0.054  0.356
H 5.180 -1.216 1.081  0.256
H 6.140 -0.410 -0.917  0.285
H 4.879 -1.111 -2.010  0.413
H 3.789 0.770 -2.856  0.397
H 2.569 -0.056 -1.798  -0.071
H 3.427 2.904 -1.714  0.436
H 1.836 2.337 -2.260  0.393
H 0.390 3.109 -0.714  0.347
H 0.451 2.434 0.940  0.185
H 0.223 1.027 -1.811  0.194
H 0.496 0.094 -0.221  0.339
H -3.116 0.071 -0.488  -0.219
H -1.882 -0.657 0.565  0.301
H -1.111 -0.694 -2.594  -0.143
H -2.645 -2.960 -0.738  0.160
H -3.079 -2.670 -2.437  0.194
H -1.495 -4.686 -1.944  0.285
H -1.144 -3.704 -3.384  0.348
H 0.759 -2.510 -1.975  0.212
H 0.922 -4.255 -2.215  0.516
N -5.001 2.080 -0.930  0.126
C -5.686 3.246 -1.136  -0.504
C -6.978 2.924 -1.469  -0.432
C -7.077 1.510 -1.459  -0.559
C -5.842 1.017 -1.120  -0.329
H -4.030 2.015 -0.678  0.204
H -5.198 4.200 -1.029  0.369
H -7.764 3.627 -1.694  0.386
H -7.953 0.920 -1.674  0.380
H -5.491 0.005 -1.000  0.370
N -5.943 -5.926 -1.989  0.008
C -5.786 -5.020 -0.976  -0.572
C -4.798 -5.485 -0.145  -0.321
C -4.338 -6.715 -0.681  -0.427
C -5.062 -6.960 -1.821  -0.529
H -6.603 -5.845 -2.741  0.188
H -6.389 -4.128 -0.932  0.419
H -4.444 -4.995 0.748  0.440
H -3.565 -7.348 -0.278  0.408
H -5.027 -7.777 -2.522  0.391
N -0.694 4.401 3.246  0.040
C -1.104 4.396 4.552  -0.463
C -0.271 5.225 5.258  -0.409
C 0.673 5.756 4.344  -0.459
C 0.386 5.231 3.109  -0.396
H -1.120 3.878 2.503  0.187
H -1.948 3.803 4.864  0.361
H -0.335 5.429 6.315  0.384
H 1.473 6.444 4.564  0.391
H 0.855 5.376 2.150  0.378
N 6.681 1.418 1.530  0.137
C 6.863 2.277 2.578  -0.505
C 7.836 1.751 3.392  -0.456
C 8.258 0.529 2.809  -0.644
C 7.528 0.355 1.660  -0.263
H 6.025 1.544 0.777  0.250
H 6.287 3.184 2.656  0.379
H 8.202 2.194 4.304  0.387
H 9.009 -0.145 3.187  0.400
H 7.536 -0.432 0.925  0.331

molar mass	596.36	g mol⁻¹
net charge	0
energy	-48519.4620	eV
SMILES	CCOCCOCCOCBCCCI.c1cc[nH]c1.c1cc[nH]c1.c1cc[nH]c1.c1cc[nH]c1



No. 2
# C26H42BaBrN3OP2

C26H42BaBrN3OP2 as an isolated structure (ωB97M-V with the def2-TZVPD basis set, OMol25).

Each line ends with the Mulliken charge.
CARTESIAN COORDINATES (ANGSTROEM)
C -3.019 -7.483 -0.288  -0.311
C -3.335 -6.330 -1.018  0.698
C -4.673 -6.141 -1.412  -0.381
C -5.653 -7.000 -0.888  -0.418
N -5.339 -8.055 -0.142  -0.519
C -4.071 -8.288 0.182  -0.338
C -2.395 -5.189 -1.131  -0.160
C -2.210 -4.169 -0.434  -0.524
C -2.429 -3.021 0.383  0.066
C -1.514 -2.710 1.427  -1.648
C -1.436 -1.414 1.915  -1.069
C -2.371 -0.435 1.499  0.512
C -3.465 -0.845 0.676  -0.470
C -3.500 -2.114 0.116  -0.636
Ba -1.331 -2.707 -2.493  1.883
P -2.320 1.159 2.342  1.412
H -4.962 -5.309 -2.053  0.463
H -1.993 -7.730 -0.025  0.412
H -6.709 -6.810 -1.090  0.361
H -3.854 -9.134 0.839  0.373
H -4.387 -2.455 -0.443  0.559
H -0.870 -3.515 1.838  0.496
H -4.279 -0.151 0.471  0.743
H -0.613 -1.130 2.594  0.642
C -1.106 2.375 1.750  -0.398
C -1.612 3.818 1.907  -1.261
H -0.904 2.087 0.705  0.316
H -0.191 2.208 2.348  0.502
H -0.809 4.534 1.696  0.416
H -2.434 4.021 1.207  0.307
H -1.965 4.011 2.937  0.318
C -4.010 1.747 2.251  -0.521
C -4.976 0.692 2.792  -1.388
H -4.159 1.995 1.184  0.289
H -4.115 2.691 2.815  0.543
H -6.006 1.006 2.596  0.399
H -4.844 -0.297 2.350  0.471
H -4.825 0.583 3.871  0.395
C -1.737 0.841 4.027  -0.720
C -1.864 2.031 4.973  -1.333
H -0.684 0.551 3.866  0.462
H -2.285 -0.035 4.403  0.481
H -1.587 1.708 5.983  0.428
H -1.192 2.852 4.695  0.317
H -2.890 2.416 5.010  0.367
Br -1.310 0.323 -1.129  -0.568
P -3.857 0.969 -3.975  -0.335
C -3.905 1.862 -2.366  0.676
C -4.422 3.301 -2.465  -1.439
H -2.869 1.837 -1.960  -0.248
H -4.533 1.275 -1.675  -0.044
H -4.665 3.669 -1.460  0.344
H -3.660 3.976 -2.872  0.366
H -5.335 3.356 -3.075  0.384
C -2.132 0.820 -4.542  0.307
C -1.816 1.902 -5.585  -1.256
H -2.029 -0.196 -4.967  0.210
H -1.506 0.896 -3.635  -0.081
H -0.741 2.103 -5.600  0.357
H -2.100 1.580 -6.593  0.327
H -2.339 2.843 -5.377  0.322
C -4.435 -0.701 -3.549  1.091
C -5.909 -0.777 -3.980  -1.420
H -4.306 -0.853 -2.467  -0.742
H -3.818 -1.413 -4.123  0.125
H -6.247 -1.816 -4.027  0.390
H -6.569 -0.252 -3.280  0.331
H -6.053 -0.336 -4.977  0.402
N 2.790 -0.795 -1.426  -0.442
C 1.748 -1.367 -0.770  0.594
N 1.694 -1.229 0.571  -0.282
O 0.898 -2.046 -1.424  -0.673
H 3.346 -0.067 -1.005  0.208
H 2.760 -0.843 -2.439  0.235
H 0.946 -1.685 1.069  0.136
H 2.456 -0.807 1.085  0.191

energy relative to the best compared isomer or geometry (same formula, charge and spin)	0.000	eV
molar mass	691.82	g mol⁻¹
net charge	+2
energy	-123461.8473	eV



Q: The lowest energy belongs to which entry?
A: C26H42BaBrN3OP2



Q: net charge of number 1 (C26H42BIN4O3)?
A: 0